Record 1
{
  "formula": "CH2O2",
  "method": "ωB97M-V/def2-TZVPD",
  "elements": ["O", "O", "C", "H", "H"],
  "xyz": [[-0.298, 0.025, 1.033], [0.799, -0.069, -0.858], [-0.236, 0.016, -0.296], [-1.229, 0.167, -0.766], [-1.200, 0.051, 1.365]],
  "e_homo_ev": -10.961,
  "energy_ha": -189.78241,
  "de_lowest_kcal_mol": 4.0,
  "lumo_energy_ev": 0.56,
  "spin_multiplicity": 1,
  "total_charge": 0,
  "homo_lumo_gap_ev": 11.523
}

***

Record 2
{
  "formula": "CH2O2S",
  "method": "ωB97M-V/def2-TZVPD",
  "elements": ["S", "O", "O", "C", "H", "H"],
  "xyz": [[1.044, -0.546, -0.941], [-0.090, -0.054, 1.387], [-0.713, 1.055, 0.369], [-0.458, -0.241, 0.121], [-1.180, -0.994, 0.095], [1.396, 0.781, -1.031]],
  "e_homo_ev": -9.881,
  "energy_ha": -587.81062,
  "de_lowest_kcal_mol": 110.5,
  "lumo_energy_ev": -1.08,
  "spin_multiplicity": 1,
  "total_charge": 0,
  "homo_lumo_gap_ev": 8.800
}

***

Record 3
{
  "formula": "CH2O2S",
  "method": "ωB97M-V/def2-TZVPD",
  "elements": ["S", "O", "O", "C", "H", "H"],
  "xyz": [[-2.784, 0.318, 0.016], [-3.347, -0.985, -0.107], [-0.271, 1.413, -0.086], [-1.123, 0.385, -0.061], [0.568, 1.380, 0.412], [-0.243, -0.990, -0.725]],
  "e_homo_ev": [-9.258, -9.258],
  "energy_ha": -587.79554,
  "de_lowest_kcal_mol": 120.0,
  "lumo_energy_ev": [-0.48, -0.48],
  "spin_multiplicity": 1,
  "total_charge": 0,
  "homo_lumo_gap_ev": [8.776, 8.776]
}

***

Record 4
{
  "formula": "CH2O2S",
  "method": "ωB97M-V/def2-TZVPD",
  "elements": ["S", "O", "O", "C", "H", "H"],
  "xyz": [[-0.837, 0.014, 1.010], [-1.108, -1.395, 0.859], [0.872, 0.121, 0.781], [0.228, 0.434, -0.395], [0.457, 1.486, -0.658], [0.387, -0.660, -1.599]],
  "e_homo_ev": -10.323,
  "energy_ha": -587.81612,
  "de_lowest_kcal_mol": 107.1,
  "lumo_energy_ev": -0.03,
  "spin_multiplicity": 1,
  "total_charge": 0,
  "homo_lumo_gap_ev": 10.297
}

***

Record 5
{
  "formula": "CH2O2S",
  "method": "ωB97M-V/def2-TZVPD",
  "elements": ["S", "O", "O", "C", "H", "H"],
  "xyz": [[-0.825, 0.756, -0.740], [1.066, -1.057, -0.263], [0.250, -0.081, 1.542], [0.129, -0.186, 0.195], [1.073, -0.497, 1.570], [0.822, -1.367, -1.140]],
  "e_homo_ev": -9.272,
  "energy_ha": -587.95919,
  "de_lowest_kcal_mol": 17.3,
  "lumo_energy_ev": 0.44,
  "spin_multiplicity": 1,
  "total_charge": 0,
  "homo_lumo_gap_ev": 9.714
}

***

Record 6
{
  "formula": "CH2O2S2",
  "method": "ωB97M-V/def2-TZVPD",
  "elements": ["S", "S", "O", "O", "C", "H", "H"],
  "xyz": [[-0.104, 0.129, -0.893], [3.027, 0.849, -0.015], [0.040, -1.335, -1.009], [-2.462, 1.010, 0.284], [-1.685, 0.132, 0.052], [3.025, 0.052, 1.021], [-1.841, -0.836, 0.559]],
  "e_homo_ev": [-9.852, -10.129],
  "energy_ha": -986.03459,
  "de_lowest_kcal_mol": 61.9,
  "lumo_energy_ev": [-2.67, -2.07],
  "spin_multiplicity": 1,
  "total_charge": 0,
  "homo_lumo_gap_ev": [7.179, 8.063]
}

***

Record 7
{
  "formula": "CH2O2S3",
  "method": "ωB97M-V/def2-TZVPD",
  "elements": ["S", "S", "S", "O", "O", "C", "H", "H"],
  "xyz": [[1.130, -2.415, -1.721], [-0.956, 2.053, 1.404], [-0.313, -1.551, -0.370], [-1.344, 0.597, 1.331], [0.674, 0.993, -0.195], [0.090, -0.015, -0.089], [0.752, -1.718, -2.792], [-0.034, 2.056, 2.432]],
  "e_homo_ev": [-7.893, -8.003],
  "energy_ha": -1384.24028,
  "de_lowest_kcal_mol": 48.7,
  "lumo_energy_ev": [-1.31, -1.28],
  "spin_multiplicity": 1,
  "total_charge": 0,
  "homo_lumo_gap_ev": [6.580, 6.720]
}

***

Record 8
{
  "formula": "CH2O2S3",
  "method": "ωB97M-V/def2-TZVPD",
  "elements": ["S", "S", "S", "O", "O", "C", "H", "H"],
  "xyz": [[0.452, 1.428, -1.042], [-1.433, -1.087, -0.642], [1.328, 0.006, 0.126], [1.680, -1.245, -0.456], [2.035, 0.369, 1.328], [-0.438, 0.178, 0.105], [-2.669, -0.429, -0.392], [-0.955, 0.780, 0.973]],
  "e_homo_ev": -9.937,
  "energy_ha": -1384.26375,
  "de_lowest_kcal_mol": 33.9,
  "lumo_energy_ev": -0.59,
  "spin_multiplicity": 1,
  "total_charge": 0,
  "homo_lumo_gap_ev": 9.343
}

***

Record 9
{
  "formula": "CH2O3",
  "method": "ωB97M-V/def2-TZVPD",
  "elements": ["O", "O", "O", "C", "H", "H"],
  "xyz": [[-1.398, 0.751, 0.041], [2.773, -0.195, 0.058], [-0.991, -0.641, -0.066], [1.996, -0.016, -0.696], [-1.781, -1.042, 0.233], [-0.598, 1.143, 0.430]],
  "e_homo_ev": -10.519,
  "energy_ha": -264.90680,
  "de_lowest_kcal_mol": 93.7,
  "lumo_energy_ev": 0.91,
  "spin_multiplicity": 1,
  "total_charge": 0,
  "homo_lumo_gap_ev": 11.425
}

***

Record 10
{
  "formula": "CH2O3PS2",
  "method": "ωB97M-V/def2-TZVPD",
  "elements": ["S", "S", "P", "O", "O", "O", "C", "H", "H"],
  "xyz": [[-1.828, 1.722, 2.861], [-0.324, 1.467, 1.042], [0.205, -0.893, -1.227], [-1.496, 3.094, 3.211], [-1.398, 0.712, 3.802], [-3.044, 1.497, 2.102], [-0.324, -0.151, 0.366], [0.405, 0.289, -1.840], [-0.825, -0.829, 0.965]],
  "e_homo_ev": [-2.662, -5.533],
  "energy_ha": -1402.71197,
  "de_lowest_kcal_mol": 0.0,
  "s_squared": 2.008,
  "lumo_energy_ev": [3.68, 1.50],
  "spin_multiplicity": 3,
  "total_charge": -1,
  "homo_lumo_gap_ev": [6.346, 7.035]
}

***

Record 11
{
  "formula": "CH2O3PS2",
  "method": "ωB97M-V/def2-TZVPD",
  "elements": ["S", "S", "P", "O", "O", "O", "C", "H", "H"],
  "xyz": [[-0.165, -0.272, -0.473], [2.278, -0.077, 0.026], [-3.358, 0.103, 0.182], [2.231, -0.306, 1.410], [2.635, -1.209, -0.839], [2.620, 1.232, -0.450], [-1.667, 0.384, 0.154], [-1.355, 1.340, 0.564], [-3.220, -1.196, -0.574]],
  "e_homo_ev": [-2.131, -5.077],
  "energy_ha": -1402.67862,
  "de_lowest_kcal_mol": 20.9,
  "s_squared": 2.008,
  "lumo_energy_ev": [3.39, 1.46],
  "spin_multiplicity": 3,
  "total_charge": -1,
  "homo_lumo_gap_ev": [5.523, 6.538]
}

***

Record 12
{
  "formula": "CH2O3Rb",
  "method": "ωB97M-V/def2-TZVPD",
  "elements": ["Rb", "O", "O", "O", "C", "H", "H"],
  "xyz": [[-1.833, 0.164, 1.751], [-0.877, -1.057, -0.992], [-0.520, 1.103, -0.967], [1.135, -0.314, 1.857], [-0.162, -0.062, -1.321], [0.404, -0.147, -2.279], [1.852, 0.313, 1.950]],
  "e_homo_ev": -2.703,
  "energy_ha": -289.11443,
  "lumo_energy_ev": 1.84,
  "spin_multiplicity": 1,
  "total_charge": -1,
  "homo_lumo_gap_ev": 4.548
}